Entry 1:
Molecular formula: C29H21ClF3I2N7O5Ru
Method: DFT, ωB97M-V/def2-TZVPD

<S²>: 0.7599
ΔE to the lowest compared entry with this formula, charge and spin, eV: 2.797
E_LUMO (spin up / spin down), eV: 1.852 / 1.835
Max |F|, Eh/bohr: 0.079
Multiplicity: 2
HOMO energy (spin up / spin down), eV: -5.17 / -5.14
Total charge: -1

CARTESIAN COORDINATES (ANGSTROEM)
Ru 0.1327 -0.0758 0.0439
Cl -3.5519 5.7930 -0.7070
C -2.9054 4.2929 -0.0880
C -3.5481 3.6535 0.9344
C -3.0731 2.4175 1.4043
I -4.0140 1.4381 2.9862
C -1.9613 1.7940 0.8518
O -1.5403 0.6210 1.1733
C -1.2326 2.5583 -0.0896
N -0.0237 2.0397 -0.4223
C 0.7053 2.6268 -1.3425
C 0.2524 3.7787 -2.0138
C -0.9327 4.3509 -1.6504
C -1.7094 3.7635 -0.6280
H -4.4376 4.0913 1.3661
H 1.6671 2.1801 -1.5458
H 0.8592 4.2016 -2.8022
H -1.2898 5.2519 -2.1312
I -2.3064 -0.7509 -8.6238
C -1.7885 -0.4434 -6.6186
C -2.7895 -0.1679 -5.6985
C -2.4457 0.0028 -4.3657
C -1.1198 -0.0954 -3.9676
C -0.1267 -0.3578 -4.9043
C -0.4580 -0.5390 -6.2398
C -0.7580 0.0098 -2.5186
O -1.6397 0.1400 -1.6508
O 0.4682 -0.0686 -2.1989
H -3.8219 -0.1014 -6.0128
H -3.2027 0.2045 -3.6192
H 0.9004 -0.4381 -4.5716
H 0.3068 -0.7704 -6.9680
C -0.9076 -2.5786 4.8539
C -0.9680 -2.9478 3.3864
N -0.6755 -1.7581 2.6175
C 0.2888 -0.8710 2.9372
N 0.6746 0.0302 2.0627
C 1.5867 1.0871 2.4752
C 2.5764 0.5752 3.5012
C 1.8009 0.0144 4.6703
N 0.7716 -0.9105 4.2183
C 0.4671 -2.0081 5.1258
H -1.0882 -3.4468 5.4886
H -1.6683 -1.8226 5.0610
H -1.9625 -3.2902 3.1052
H -0.2564 -3.7527 3.1680
H -0.9726 -1.7368 1.6572
H 1.0101 1.9252 2.8906
H 2.1010 1.4502 1.5932
H 3.2350 1.3758 3.8397
H 3.1814 -0.2109 3.0450
H 1.3333 0.8256 5.2402
H 2.4688 -0.5244 5.3465
H 0.5239 -1.6216 6.1450
H 1.2219 -2.7975 5.0201
N -0.4416 -2.1739 -0.2319
C -0.0060 -2.7860 -1.1200
C 0.4662 -3.5670 -2.1662
C -0.2114 -4.7605 -2.5188
N -0.7431 -5.7450 -2.8061
C 1.6320 -3.1773 -2.8756
N 2.5699 -2.8939 -3.4866
F 5.0807 0.6972 -0.2266
C 4.5213 -0.4923 0.0498
F 4.9231 -0.8234 1.3029
F 5.0421 -1.3913 -0.7864
C 2.9753 -0.4566 0.0005
O 2.4432 0.6562 -0.2601
O 2.3908 -1.4935 0.2955

Forces on the atoms, in the same order (eV/Å):
Ru -1.3545 3.7687 0.8029
Cl 0.0452 -0.0460 0.0062
C -0.0941 0.0222 0.0148
C 0.0814 -0.0916 -0.0601
C -0.0352 -0.1942 0.1495
I -0.0621 0.0464 -0.0784
C -0.3481 0.0721 0.1435
O 0.1831 -1.0099 -0.7768
C 0.1805 0.2639 -0.1444
N 0.4891 -0.7809 -0.0745
C 0.0990 0.1410 0.0655
C 0.0172 0.0048 0.1170
C -0.0488 0.0606 -0.0366
C 0.1340 0.1281 0.0365
H 0.0066 -0.0238 0.0133
H -0.0630 -0.0644 -0.0888
H 0.0227 0.0052 0.0334
H 0.0135 -0.0070 -0.0085
I 0.0046 0.0204 -0.0010
C -0.0088 -0.0164 -0.0336
C 0.0355 0.0089 0.0410
C -0.0417 0.0243 -0.0315
C 0.1335 -0.0119 -0.0014
C -0.0068 0.0007 -0.0362
C -0.0288 0.0125 0.0525
C 0.0001 -0.1113 -0.1253
O -0.2681 -0.0999 -0.0685
O -0.1450 -0.4167 0.5624
H 0.0030 0.0036 -0.0041
H 0.0095 -0.0265 0.0123
H -0.0142 -0.0732 -0.0032
H 0.0048 0.0161 0.0058
C -0.0264 -0.0274 -0.0400
C -0.0007 0.1051 0.0319
N 0.1752 0.0114 0.0677
C 0.0438 0.1184 0.2149
N 0.3039 -0.8609 -0.5396
C -0.2363 0.2156 0.0936
C -0.0611 -0.0858 -0.0761
C 0.0702 -0.0301 0.0179
N 0.0265 0.0544 -0.0814
C -0.1150 0.0799 -0.0218
H 0.0162 0.0004 -0.0026
H -0.0124 -0.0293 0.0421
H 0.0017 -0.0093 -0.0312
H -0.0202 -0.0249 -0.0239
H -0.0092 -0.0646 -0.1311
H -0.0186 -0.0108 0.0397
H -0.0212 0.0475 0.0508
H 0.0185 -0.0023 -0.0227
H 0.0498 0.0235 0.0300
H 0.0232 0.0040 0.0402
H -0.0268 -0.0307 0.0147
H 0.0342 0.0173 0.0032
H 0.0402 0.0105 0.0692
N 0.7121 0.1194 -0.0373
C -0.2752 -0.4758 0.1023
C 0.0857 0.0034 -0.1467
C 0.0713 0.1140 0.0683
N -0.0364 0.0261 0.0157
C -0.1169 -0.0422 0.0591
N -0.0356 0.0420 0.0123
F 0.0156 -0.0648 -0.0270
C 0.0451 0.0941 0.0974
F 0.0228 0.0076 -0.0786
F -0.0389 0.0057 0.0015
C -0.0037 0.1402 0.0574
O -0.0442 -0.7454 -0.1611
O 0.3989 -0.3622 -0.1925

These are the natural (NBO) partial charges, in e, on atoms 1 to 2: 1.22 -0.03



Entry 2:
Molecular formula: C29H21F10N3PSe2V
Method: DFT, ωB97M-V/def2-TZVPD

<S²>: 1.1329
ΔE to the lowest compared entry with this formula, charge and spin, eV: 0.000
E_LUMO (spin up / spin down), eV: -4.190 / -5.424
Max |F|, Eh/bohr: 0.024
Multiplicity: 2
HOMO energy (spin up / spin down), eV: -11.15 / -10.86
Total charge: +1

CARTESIAN COORDINATES (ANGSTROEM)
V 1.0663 -0.0491 -1.3326
C 0.4787 -1.7756 -3.5433
N 1.5387 -0.7901 -3.2475
C 2.8549 -1.4264 -3.2020
C 2.8300 -2.3406 -2.0088
N 2.1258 -1.6300 -0.9371
C 2.3189 -2.2691 0.3009
C 2.3558 -3.6753 0.4289
F 2.0263 -4.4577 -0.6027
C 2.6649 -4.3259 1.6073
F 2.6809 -5.6503 1.6265
C 2.9426 -3.6090 2.7579
F 3.2308 -4.2280 3.8836
C 2.9093 -2.2299 2.6921
F 3.1985 -1.5030 3.7572
C 2.5999 -1.5993 1.5044
F 2.6419 -0.2765 1.5197
C 1.5168 0.2912 -4.2434
C 0.2803 1.1024 -3.9337
N 0.1502 1.0531 -2.4817
C -0.8587 1.9287 -2.0295
C -0.5852 3.0949 -1.3134
F 0.6545 3.3211 -0.8799
C -1.5529 4.0524 -1.0669
F -1.2199 5.1686 -0.4319
C -2.8508 3.8477 -1.4981
F -3.7775 4.7644 -1.2914
C -3.1775 2.6639 -2.1460
F -4.4272 2.4405 -2.5250
C -2.1909 1.7384 -2.4133
F -2.5064 0.6038 -3.0451
H 0.6746 -2.2724 -4.4978
H -0.4902 -1.2855 -3.5970
H 0.4178 -2.5294 -2.7622
H 3.6072 -0.6513 -3.0643
H 3.0675 -1.9711 -4.1262
H 3.8480 -2.5815 -1.6942
H 2.3402 -3.2754 -2.2736
H 1.5043 -0.1078 -5.2608
H 2.4066 0.9045 -4.1092
H -0.5996 0.6919 -4.4360
H 0.3875 2.1366 -4.2706
Se -0.9538 -0.9247 -0.3647
P -0.3739 0.5825 1.1233
Se 2.8391 1.3309 -1.0060
C -1.8818 1.5907 1.3770
C -1.7123 2.9285 1.7226
C -2.8198 3.7212 1.9892
C -4.0925 3.1752 1.9176
C -4.2628 1.8369 1.5869
C -3.1608 1.0432 1.3138
C -0.3656 -0.3458 2.7146
C -0.0817 0.3829 3.8692
C -0.0679 -0.2483 5.1024
C -0.3284 -1.6074 5.1974
C -0.6044 -2.3371 4.0510
C -0.6167 -1.7106 2.8123
H -0.7136 3.3458 1.7966
H -2.6900 4.7635 2.2493
H -4.9560 3.7940 2.1226
H -5.2557 1.4081 1.5539
H -3.2912 -0.0014 1.0574
H 0.1179 1.4464 3.8039
H 0.1660 0.3216 5.9918
H -0.3165 -2.0975 6.1617
H -0.8204 -3.3962 4.1134
H -0.8400 -2.2960 1.9296

Forces on the atoms, in the same order (eV/Å):
V -0.9543 -0.3858 0.6457
C -0.2928 -0.3355 -0.2445
N -0.0916 -0.0487 -0.1651
C 0.3514 -0.1753 0.1285
C 0.3821 0.1017 -0.4268
N 0.4757 -0.4056 0.0546
C 0.0438 -0.6004 0.7605
C -0.2041 0.2318 -0.0503
F -0.0684 -0.1468 0.0033
C -0.0447 -0.0238 -0.1357
F -0.0403 -0.0881 0.0650
C -0.0173 0.1183 -0.1267
F 0.0172 -0.0448 0.0871
C -0.0085 -0.1918 -0.0076
F -0.0141 0.0856 0.1370
C -0.0846 0.1567 -0.5134
F -0.0370 0.3982 0.0536
C -0.1524 0.3886 -0.1207
C 0.2999 0.0307 -0.2891
N -0.3465 0.4999 -0.7448
C -0.5056 0.5911 0.2367
C 0.0844 -0.3017 -0.3391
F 0.0577 0.2311 0.0102
C 0.0204 -0.0048 -0.1383
F -0.0586 0.0330 0.0533
C 0.1264 -0.1076 0.0282
F -0.0773 0.0489 0.0966
C 0.0315 0.0034 -0.0293
F -0.0578 -0.0160 -0.0168
C 0.2914 -0.2080 0.1753
F -0.1442 0.0116 -0.0830
H 0.0598 0.0406 0.0041
H 0.0366 0.0616 0.0089
H 0.0490 0.0210 0.0100
H -0.0782 0.0801 -0.0808
H -0.0645 0.0221 -0.0169
H -0.0433 -0.0494 0.0368
H -0.0223 0.0513 0.1416
H 0.0539 -0.0817 0.0425
H 0.0397 -0.1068 0.0743
H -0.0840 0.0413 0.1376
H 0.0445 -0.0224 0.0184
Se 0.0350 -0.5103 -0.0615
P -0.1414 0.0730 0.4759
Se 0.6746 0.4333 0.3327
C 0.2075 0.0132 -0.1406
C -0.0113 -0.0877 0.1189
C -0.0285 0.0295 0.0634
C -0.0003 0.0598 -0.0112
C -0.0224 -0.0610 -0.0100
C 0.0387 0.0701 -0.0352
C 0.2347 -0.0397 -0.1685
C -0.0194 -0.0360 -0.0655
C 0.0976 0.1050 0.0456
C -0.0065 -0.0814 -0.0293
C 0.0108 0.0057 0.0238
C -0.0096 0.0349 0.0038
H -0.0088 0.0459 -0.0653
H 0.0145 -0.0040 0.0076
H -0.0042 -0.0021 0.0071
H -0.0057 0.0119 -0.0354
H -0.0442 -0.0035 0.0102
H 0.0245 0.0050 0.0349
H -0.0416 0.0104 0.0067
H 0.0042 0.0121 0.0070
H 0.0112 0.0032 0.0259
H 0.0182 0.0094 -0.0220

These are the natural (NBO) partial charges, in e, on atoms 1 to 2: 0.63 -0.43



Entry 3:
Molecular formula: C29H21IN6O10S2Zr
Method: DFT, ωB97M-V/def2-TZVPD

ΔE to the lowest compared entry with this formula, charge and spin, eV: 0.457
E_LUMO, eV: -1.001
Max |F|, Eh/bohr: 0.021
HOMO energy, eV: -8.26

CARTESIAN COORDINATES (ANGSTROEM)
Zr -0.5673 -0.3974 -0.9817
I -1.7055 -1.9034 1.5308
C -3.2959 -2.6423 0.3922
C -4.0936 -3.6072 0.9346
C -5.1928 -4.0940 0.2003
C -5.4536 -3.5871 -1.0373
C -4.6310 -2.5853 -1.6060
C -4.9269 -2.0674 -2.8907
C -4.1509 -1.0926 -3.4325
C -3.0296 -0.6104 -2.7198
C -2.6548 -1.0909 -1.4825
C -3.5032 -2.0898 -0.8963
H -3.8871 -3.9978 1.9220
H -5.8235 -4.8620 0.6279
H -6.3006 -3.9442 -1.6107
H -5.7834 -2.4612 -3.4249
H -4.3779 -0.6851 -4.4092
H -2.4379 0.1518 -3.2098
S 0.8531 -0.1500 2.9727
C -0.0126 0.9913 3.8821
N -1.3448 0.9675 3.9949
C -2.1232 1.9392 4.7484
C -1.3949 3.2719 4.7708
C 0.0239 3.0600 5.2693
N 0.6456 1.9647 4.5347
H -1.8168 0.2654 3.4506
H -2.2883 1.5761 5.7682
H -3.0945 2.0410 4.2665
H -1.9155 3.9698 5.4263
H -1.3726 3.6827 3.7634
H 0.0277 2.8425 6.3419
H 0.6211 3.9579 5.1098
H 1.6432 1.9514 4.4078
O -1.1333 2.9584 1.5456
C -0.5021 2.2445 0.8065
O -0.9336 1.0940 0.3367
C 0.8313 2.6700 0.2451
C 1.0955 4.0187 0.0686
C 2.2484 4.3841 -0.6041
C 3.1260 3.4603 -1.1374
C 2.8254 2.1279 -0.9403
C 1.7218 1.7162 -0.2221
N 3.6677 1.1174 -1.5926
O 3.0865 0.1477 -2.0459
O 4.8466 1.3514 -1.7222
N 2.5411 5.8197 -0.7954
O 1.7733 6.6141 -0.2964
O 3.5351 6.1058 -1.4280
H 0.4045 4.7644 0.4337
H 3.9992 3.7688 -1.6923
H 1.6014 0.6826 0.0875
O 3.0024 -0.9868 0.6240
C 2.4681 -1.7564 -0.1311
N 1.0836 -1.8742 -0.3102
S 0.7316 -2.9838 -1.4379
O 0.0926 -4.1820 -1.0037
O -0.0725 -2.1543 -2.3746
C 2.3689 -3.3105 -1.9615
C 2.8335 -4.1450 -2.9591
C 4.2107 -4.2687 -3.0764
C 5.0689 -3.5946 -2.2089
C 4.5756 -2.7753 -1.2038
C 3.2047 -2.6430 -1.0906
H 2.1580 -4.6708 -3.6196
H 4.6224 -4.8993 -3.8527
H 6.1380 -3.7104 -2.3262
H 5.2279 -2.2367 -0.5299
O 0.8902 1.9411 -4.3039
C 0.3133 1.4553 -3.4125
N -0.2886 0.9844 -2.4825

Forces on the atoms, in the same order (eV/Å):
Zr -1.0100 -0.0465 0.4112
I 0.0164 -0.0620 0.0169
C 0.0588 0.0078 0.0872
C -0.0147 0.0035 -0.0319
C 0.0006 -0.0113 0.0236
C -0.0063 0.0000 -0.0155
C 0.0196 0.0032 0.0111
C -0.0137 -0.0067 -0.0160
C -0.0485 0.0387 0.0649
C 0.0682 0.0249 -0.1274
C 0.0809 0.0255 0.0353
C -0.0470 -0.0218 -0.0488
H -0.0059 -0.0035 0.0011
H 0.0001 0.0006 0.0013
H 0.0013 0.0008 -0.0020
H -0.0025 -0.0005 0.0040
H -0.0004 0.0055 0.0026
H 0.0081 0.0014 0.0028
S -0.0330 0.0520 -0.0231
C -0.0198 0.0233 0.0476
N 0.0612 -0.0498 0.0364
C -0.0078 0.0223 -0.0117
C 0.0153 -0.0152 0.0229
C -0.0055 -0.0359 -0.0018
N 0.0043 0.0470 -0.0520
H -0.0077 0.0181 -0.0259
H -0.0074 -0.0001 -0.0034
H 0.0067 -0.0090 -0.0150
H -0.0004 0.0021 -0.0067
H -0.0094 0.0084 -0.0224
H -0.0067 -0.0092 -0.0033
H 0.0096 -0.0084 0.0163
H -0.0060 -0.0257 0.0088
O 0.0002 -0.0004 0.0324
C -0.0694 0.1050 -0.0633
O 0.3478 -0.1664 -0.1110
C -0.0700 -0.0759 -0.0317
C 0.0309 0.0372 -0.0089
C -0.0614 -0.0567 0.0171
C 0.0644 -0.0035 -0.0319
C 0.0204 -0.0026 0.1530
C -0.0112 0.1436 0.1898
N -0.0955 0.2079 -0.3489
O 0.0240 -0.0612 0.0747
O 0.0475 -0.0751 0.1220
N 0.0193 0.0014 0.0364
O -0.0047 0.0029 -0.0178
O -0.0121 0.0037 -0.0088
H 0.0050 0.0082 -0.0019
H -0.0058 -0.0011 0.0047
H 0.1324 -0.0242 -0.2100
O -0.0152 -0.0123 0.1193
C -0.0434 -0.0409 -0.0445
N 0.2281 0.1653 -0.0875
S -0.0112 0.0934 -0.0641
O 0.0375 -0.0117 0.0156
O 0.0263 -0.1053 -0.0174
C -0.0094 -0.0052 -0.0148
C -0.0280 -0.0126 -0.0264
C -0.0253 -0.0050 -0.0043
C 0.0031 0.0164 0.0189
C 0.0302 -0.0082 -0.0009
C 0.0093 0.0013 0.0347
H 0.0037 -0.0020 -0.0002
H 0.0061 0.0009 0.0022
H -0.0020 -0.0038 -0.0042
H -0.0017 0.0014 -0.0019
O -0.0180 0.0031 -0.0095
C 0.0743 0.0503 0.0788
N 0.2757 -0.1475 -0.1766

These are the natural (NBO) partial charges, in e, on atoms 1 to 2: 2.13 0.35



Entry 4:
Molecular formula: C29H22Cl2F5NO2STb
Method: DFT, ωB97M-V/def2-TZVPD

<S²>: 12.6171
ΔE to the lowest compared entry with this formula, charge and spin, eV: 2.087
E_LUMO (spin up / spin down), eV: -4.244 / -2.797
Max |F|, Eh/bohr: 0.047
Multiplicity: 7
HOMO energy (spin up / spin down), eV: -10.81 / -10.84
Total charge: +1

CARTESIAN COORDINATES (ANGSTROEM)
Tb -0.7197 0.2708 1.2438
C 0.6451 -3.3188 0.4523
C 1.1772 -2.1477 1.2358
C 2.1622 -1.3229 0.7180
C 2.6473 -0.2189 1.4214
C 3.6718 0.6927 0.8066
C 2.1556 0.0181 2.7002
C 1.2399 -0.8534 3.2966
C 0.9539 -0.7399 4.7703
C 0.7081 -1.8842 2.5287
H -0.4171 -3.4730 0.6391
H 1.1669 -4.2326 0.7447
H 0.7922 -3.1821 -0.6187
H 2.5276 -1.5078 -0.2862
H 4.6652 0.4771 1.2054
H 3.4478 1.7367 1.0302
H 3.7111 0.5695 -0.2753
H 2.5385 0.8562 3.2739
H 1.8278 -1.1046 5.3134
H 0.1023 -1.3393 5.0829
H 0.7887 0.2951 5.0762
H -0.0248 -2.5564 2.9641
F 1.6952 2.7756 -4.6437
C 1.1846 2.8042 -3.4214
C 1.3651 1.7345 -2.5648
F 2.0519 0.6626 -2.9520
C 0.8083 1.8223 -1.3125
F 0.9962 0.7610 -0.4659
C 0.0945 2.8933 -0.8327
S -0.5519 2.9494 0.8175
C -0.0631 3.9430 -1.7201
F -0.7300 5.0349 -1.3554
C 0.4683 3.9069 -2.9970
F 0.2959 4.9331 -3.8180
Cl -2.0332 -0.1746 3.7376
C -2.3790 1.5533 3.8451
C -2.0426 2.2432 4.9908
C -2.3016 3.6054 5.0281
C -2.8938 4.2374 3.9448
C -3.2432 3.5048 2.8224
Cl -4.0180 4.2963 1.4997
C -2.9824 2.1418 2.7455
N -3.2896 1.3566 1.5944
C -4.5118 0.5512 1.7056
C -5.3556 0.6772 2.7947
C -6.5011 -0.1055 2.8856
C -6.8049 -1.0100 1.8843
C -5.9546 -1.1269 0.7941
C -4.8069 -0.3558 0.6860
C -3.9371 -0.4901 -0.5396
C -2.4914 -0.5976 -0.2026
O -1.6301 0.1495 -0.7553
O -2.0943 -1.3280 0.7767
H -1.5870 1.7302 5.8264
H -2.0395 4.1834 5.9047
H -3.0948 5.3004 3.9656
H -3.3553 1.9848 0.7972
H -5.1352 1.3893 3.5803
H -7.1577 0.0014 3.7395
H -7.6938 -1.6236 1.9433
H -6.1855 -1.8365 0.0077
H -4.0394 0.3563 -1.2204
H -4.2272 -1.3850 -1.0938

Forces on the atoms, in the same order (eV/Å):
Tb 1.9237 1.0965 0.9109
C 0.0236 -0.0042 0.0090
C -0.2702 -0.1681 -0.0601
C 0.0441 0.1000 -0.2538
C 0.0407 0.0682 -0.0800
C -0.0288 0.0115 0.0062
C 0.0032 0.0977 0.0910
C 0.0104 0.0686 0.2576
C 0.0360 0.0718 0.0121
C -0.0910 -0.3472 0.1419
H 0.0023 0.0304 0.0210
H 0.0136 0.0311 0.0061
H 0.0129 0.0149 0.0286
H 0.0252 -0.0024 0.0275
H -0.0303 -0.0187 0.0102
H 0.0012 -0.0177 0.0053
H 0.0109 -0.0118 0.0334
H 0.0057 -0.0176 -0.0218
H 0.0036 0.0268 0.0186
H 0.0160 -0.0183 -0.0538
H 0.0075 -0.0298 -0.0135
H 0.0062 -0.0025 0.0305
F 0.0529 -0.0397 -0.0973
C 0.0816 -0.0128 -0.1766
C -0.0466 0.1395 -0.1361
F 0.0117 -0.0894 0.0775
C 0.1211 -0.2103 0.0746
F 0.0206 -0.0909 -0.1779
C -0.2224 0.1064 0.5360
S 0.1513 0.0547 -0.1162
C -0.1056 0.3415 -0.0827
F -0.0398 -0.0120 0.0296
C -0.0489 0.0663 0.0425
F 0.0030 0.0330 -0.0396
Cl -0.3125 0.1766 0.3103
C 0.1630 -0.3493 0.0716
C 0.0441 0.0878 0.0543
C -0.0102 0.0538 0.0018
C 0.0376 0.0068 0.0667
C -0.0772 0.2653 -0.0363
Cl 0.0080 -0.0541 0.0120
C -0.0645 -0.0687 -0.2798
N -0.1124 -0.2690 0.2043
C 0.2936 0.1244 -0.1215
C -0.1111 -0.0415 0.1039
C 0.0064 0.0231 0.0187
C 0.0571 0.0065 -0.0336
C -0.0638 -0.0408 0.0047
C -0.0054 -0.0362 -0.0386
C -0.1565 0.0033 -0.2265
C 0.0446 -0.5035 0.1546
O -0.4375 -0.0784 -0.5842
O -1.0281 -0.5706 -0.5910
H -0.0094 0.0066 -0.0165
H -0.0087 -0.0507 -0.0198
H 0.0017 -0.0515 -0.0021
H 0.0273 0.0371 -0.1122
H -0.0191 -0.0191 -0.0291
H 0.0402 0.0184 -0.0131
H 0.0169 0.0206 0.0215
H 0.0087 0.0320 0.0222
H -0.0798 0.0150 -0.0176
H 0.0013 -0.0094 0.0148

These are the Löwdin partial charges, in e, on atoms 1 to 2: 1.50 -0.02